[1]
{"formula": "C28H47BrFN2O12P2", "method": "the ωB97M-V functional and the def2-TZVPD basis", "species": ["C", "C", "C", "C", "C", "C", "C", "C", "C", "C", "C", "C", "P", "O", "O", "O", "P", "O", "O", "O", "O", "C", "Br", "C", "O", "C", "C", "O", "C", "N", "F", "C", "C", "C", "C", "N", "C", "C", "C", "C", "H", "H", "H", "H", "H", "H", "H", "H", "H", "H", "H", "H", "H", "H", "H", "H", "H", "H", "H", "H", "H", "H", "H", "H", "H", "H", "H", "H", "H", "H", "H", "H", "H", "H", "H", "H", "H", "H", "H", "H", "H", "C", "O", "C", "O", "O", "C", "H", "H", "H", "H", "H", "H"], "positions_angstrom": [[4.046077, -2.182819, 1.940451], [2.856407, -2.260274, 1.797112], [1.414358, -2.274657, 1.496351], [0.905054, -0.845051, 1.096654], [-0.059231, -1.060005, -0.089315], [-0.680006, 0.203826, -0.776762], [0.483859, 0.828854, -1.589851], [0.473867, 2.269542, -2.153066], [1.880161, 2.914757, -2.337842], [2.392730, 3.722283, -1.145784], [2.918327, 1.911114, -2.876782], [-1.779354, -0.385461, -1.764694], [-1.331542, -2.103642, -2.476186], [-1.584585, -3.162660, -1.491592], [-2.298950, -2.369253, -3.737811], [0.111595, -2.067537, -3.118700], [-2.082850, 0.609993, -3.307371], [-1.015456, 0.398234, -4.294032], [-3.497678, 0.133253, -3.935277], [-2.296030, 2.176134, -2.980289], [-2.962408, -0.763647, -1.071777], [-3.703448, 0.304397, -0.540775], [-4.658532, -0.481814, 1.000141], [-4.809494, 0.839493, -1.504575], [-5.874830, 1.422143, -0.771315], [-6.204628, 2.677312, -1.198768], [-7.686843, 2.974484, -1.150811], [-5.386924, 3.484853, -1.542724], [-2.794089, 1.462695, -0.109255], [-1.392203, 1.027256, 0.281580], [-1.688772, 0.219486, 1.391340], [-0.767195, 2.261051, 0.867343], [0.699430, 2.295052, 1.297295], [0.853656, 2.021888, 2.826973], [2.264898, 1.570820, 3.235256], [3.326563, 2.139189, 2.426801], [4.022033, 1.407048, 1.522342], [4.980772, 2.220876, 0.939348], [4.823741, 3.491601, 1.551884], [3.792656, 3.425332, 2.464432], [5.082259, -2.314747, 2.147017], [1.204076, -3.002340, 0.711441], [0.906121, -2.621867, 2.397186], [0.419832, -0.456056, 1.985812], [1.799140, -0.292436, 0.822221], [-0.838751, -1.721796, 0.280289], [0.587812, -1.552033, -0.809732], [1.427650, 0.687389, -1.061527], [0.590445, 0.175025, -2.457984], [0.101656, 2.212344, -3.174834], [-0.160695, 3.001788, -1.651121], [1.724879, 3.643150, -3.140007], [2.762354, 3.123147, -0.317366], [3.182068, 4.395484, -1.484479], [1.581982, 4.375470, -0.804394], [2.463127, 1.205356, -3.571810], [3.379081, 1.384733, -2.036097], [3.704026, 2.463280, -3.390971], [-3.195029, -2.498958, -3.396741], [0.505726, -2.951263, -3.089698], [-3.446649, 0.303087, -4.887154], [-2.871408, 2.598329, -3.631204], [-4.395155, 1.540894, -2.220768], [-5.202081, -0.016164, -2.057477], [-8.231807, 2.041326, -1.286501], [-7.933469, 3.332555, -0.148481], [-7.938128, 3.740268, -1.874179], [-3.220680, 1.813226, 0.829958], [-2.793586, 2.337489, -0.756129], [-0.998953, 3.133487, 0.260243], [-1.330959, 2.444655, 1.784318], [1.027450, 3.325813, 1.166888], [1.399236, 1.697969, 0.725820], [0.561455, 2.942616, 3.337770], [0.103958, 1.280386, 3.115964], [2.423086, 1.909459, 4.263542], [2.347328, 0.486569, 3.271898], [3.871408, 0.359019, 1.319052], [5.687680, 1.927918, 0.183273], [5.408337, 4.378955, 1.362382], [3.393435, 4.183189, 3.114893], [-0.706191, -6.777583, 2.008292], [0.286939, -7.691948, 2.471630], [1.435906, -7.123092, 2.833346], [1.682358, -5.944276, 2.797213], [2.262662, -8.080990, 3.240186], [3.546144, -7.614950, 3.663005], [-1.578673, -7.370868, 1.751187], [-0.972143, -6.069498, 2.791604], [-0.359483, -6.248021, 1.122150], [3.449287, -6.940598, 4.511771], [4.063348, -7.118801, 2.843799], [4.110474, -8.492273, 3.964550]], "atomic_forces_ev_per_a": [[-0.2, -0.5, 0.2], [-0.2, 0.1, -0.4], [0.4, 0.4, 0.5], [0.1, -1.4, -0.1], [0.4, 0.9, 1.4], [0.9, -2.1, -0.9], [0.3, 1.0, 0.2], [0.5, 0.3, -0.6], [-0.1, -0.2, -0.2], [-0.3, 0.2, -0.4], [-0.2, 0.5, 0.5], [-0.1, 0.5, -0.3], [-0.9, -2.1, -0.5], [0.4, 0.6, 0.3], [0.6, 1.0, 0.5], [-0.3, 0.5, 0.1], [0.3, 0.4, -2.4], [0.1, -0.1, 0.6], [0.3, 0.5, 1.0], [-0.3, -0.7, 0.6], [0.0, 0.3, -0.3], [-0.6, 0.3, 0.0], [0.4, 0.0, -0.2], [0.3, -1.0, 0.4], [-0.1, 0.3, -0.7], [-0.7, 0.9, 0.3], [0.4, -0.8, 0.6], [0.5, -0.2, -0.2], [-0.7, 0.0, 1.1], [-1.4, 1.2, -0.1], [0.5, -0.2, -0.2], [0.9, 0.9, 0.9], [0.2, 0.0, 1.0], [-0.4, -0.1, -0.9], [-0.3, 0.7, 0.8], [-0.8, -0.7, 0.5], [1.1, 0.2, -1.1], [-0.7, 0.1, 0.7], [0.2, 0.4, -0.1], [0.5, -0.3, -0.6], [0.0, 0.3, 0.0], [0.1, 0.0, 0.0], [-0.2, -0.1, -0.1], [0.1, 0.4, -0.2], [-0.2, 0.3, 0.0], [0.0, -0.1, -0.4], [-0.5, 0.0, -0.4], [-0.2, 0.0, 0.3], [-0.2, -0.1, 0.1], [-0.2, 0.0, 0.2], [-0.1, -0.2, 0.2], [-0.1, 0.0, 0.0], [0.1, 0.0, 0.0], [0.2, -0.2, 0.1], [0.1, 0.0, 0.2], [0.1, 0.0, 0.0], [0.0, -0.2, -0.2], [0.1, -0.1, 0.0], [-0.1, -0.2, -0.1], [0.1, -0.1, 0.0], [0.0, -0.4, -0.2], [0.0, 0.2, 0.0], [-0.1, 0.1, 0.3], [0.0, 0.0, 0.2], [-0.2, 0.2, -0.2], [0.0, 0.1, 0.0], [0.0, 0.0, -0.1], [0.1, 0.2, 0.0], [0.4, -0.4, -0.5], [-0.1, -0.5, -0.6], [-0.3, -0.3, -0.1], [0.0, -0.1, -0.3], [-0.3, -0.1, -0.2], [0.2, 0.0, 0.1], [0.2, -0.1, 0.2], [0.0, -0.1, 0.0], [0.2, 0.0, -0.4], [-0.3, 0.0, 0.4], [0.1, 0.0, 0.0], [0.0, 0.0, 0.0], [-0.1, -0.1, 0.1], [-0.2, 0.0, -0.1], [0.0, 0.0, 0.0], [0.0, -0.1, 0.0], [0.0, 0.1, 0.0], [0.0, 0.0, 0.0], [0.2, 0.0, 0.1], [0.1, -0.1, 0.0], [0.1, 0.1, 0.0], [0.0, 0.1, 0.1], [0.0, 0.1, -0.1], [-0.1, 0.1, 0.0], [-0.1, -0.1, 0.0]], "total_energy_ev": -148679.2035, "charge": 1}

[2]
{"formula": "C28H47BrMnNP3", "method": "the ωB97M-V functional and the def2-TZVPD basis", "species": ["C", "C", "C", "C", "N", "C", "C", "C", "C", "C", "C", "C", "C", "C", "Mn", "P", "H", "H", "H", "H", "H", "H", "H", "H", "C", "C", "H", "H", "H", "H", "H", "C", "C", "H", "H", "H", "H", "H", "C", "C", "H", "H", "H", "H", "H", "Br", "P", "C", "C", "H", "H", "H", "H", "H", "C", "C", "H", "H", "H", "H", "H", "C", "C", "H", "H", "H", "H", "H", "C", "P", "C", "C", "H", "H", "H", "H", "H", "H", "H", "H", "H"], "positions_angstrom": [[7.761427, -2.003820, 1.307379], [6.990695, -0.902128, 0.860154], [7.701424, 0.208706, 0.341605], [9.098099, 0.160496, 0.299262], [9.830181, -0.884621, 0.723407], [9.155189, -1.938393, 1.215295], [5.570490, -0.910846, 0.928512], [4.343007, -0.918357, 0.987734], [2.921947, -0.927180, 1.056178], [2.180780, -2.073050, 0.670553], [0.784007, -2.074514, 0.739350], [0.063961, -0.944614, 1.193913], [0.810522, 0.194214, 1.577777], [2.207298, 0.209951, 1.511916], [-1.939687, -0.956993, 1.290412], [-2.087999, -0.944418, -1.037374], [7.159584, 1.088167, -0.018558], [7.267710, -2.889581, 1.717503], [9.661105, 1.015245, -0.100437], [9.764449, -2.786013, 1.558503], [2.765795, 1.102764, 1.811827], [2.718758, -2.959109, 0.317873], [0.289090, 1.090131, 1.934821], [0.241757, -2.976999, 0.433519], [-3.834699, -0.471634, -1.468292], [-4.180271, -0.082306, -2.910881], [-4.061113, 0.368362, -0.786516], [-4.443971, -1.318301, -1.102174], [-5.277206, -0.079455, -3.040941], [-3.817533, 0.931169, -3.153966], [-3.758411, -0.783088, -3.648763], [-0.963010, 0.238106, -1.928242], [-0.028775, -0.303534, -3.017920], [-0.371923, 0.718237, -1.128189], [-1.620633, 1.037098, -2.317963], [0.629235, 0.506857, -3.378895], [0.621365, -1.104528, -2.626588], [-0.575432, -0.703230, -3.886848], [-1.749591, -2.633799, -1.736916], [-2.357061, -3.009710, -3.094473], [-2.127025, -3.316419, -0.955303], [-0.647278, -2.731405, -1.745172], [-2.023148, -4.023089, -3.380475], [-3.458469, -3.031637, -3.039755], [-2.063836, -2.319253, -3.901813], [-4.480065, -0.972501, 1.412679], [-1.038174, 5.111425, 0.136707], [-1.405097, 3.986975, -1.328689], [-2.353593, 4.602195, -2.367379], [-1.790796, 3.015717, -0.960152], [-0.428318, 3.778513, -1.804615], [-2.262062, 4.086489, -3.340423], [-3.408825, 4.533666, -2.051602], [-2.124832, 5.671130, -2.523657], [-2.008743, 4.250801, 1.496444], [-2.422222, 5.167597, 2.655031], [-1.345035, 3.448894, 1.873045], [-2.895720, 3.752347, 1.057260], [-3.303383, 4.761250, 3.183462], [-1.604594, 5.276491, 3.389654], [-2.689220, 6.177201, 2.297218], [0.660617, 4.447789, 0.590418], [1.809905, 5.339195, 0.102639], [0.771686, 3.414776, 0.205071], [0.679317, 4.379816, 1.694636], [2.729645, 5.154315, 0.686200], [2.049734, 5.149303, -0.959120], [1.551203, 6.408352, 0.199379], [-2.841568, -4.232167, 3.270013], [-2.303493, -3.488436, 1.677132], [-0.952504, -4.727973, 1.551854], [-3.942809, -3.947537, 0.956828], [-2.037751, -4.105956, 4.025278], [-3.081783, -5.313130, 3.177013], [-3.741259, -3.704521, 3.649704], [-1.306242, -5.739487, 1.839948], [-0.627094, -4.849797, 0.499793], [-0.107784, -4.449205, 2.216146], [-4.062225, -5.049920, 1.011214], [-4.800256, -3.534155, 1.517189], [-4.037468, -3.666930, -0.107362]], "atomic_forces_ev_per_a": [[-0.3, 0.4, -0.2], [1.7, 0.0, -0.1], [-0.2, -0.4, 0.2], [0.0, -0.2, 0.1], [-0.9, 0.0, 0.0], [0.0, 0.2, -0.1], [-2.7, 0.0, 0.1], [2.5, 0.0, -0.1], [-1.0, 0.0, 0.1], [0.0, 0.3, 0.2], [0.0, 0.3, 0.0], [0.8, -0.1, -0.2], [-0.2, -0.2, -0.2], [0.0, -0.3, -0.1], [-1.0, -1.1, 0.8], [-0.3, 0.3, -2.1], [0.3, -0.3, 0.1], [0.2, 0.3, -0.2], [-0.3, -0.4, 0.2], [-0.3, 0.4, -0.2], [-0.2, -0.4, -0.1], [-0.2, 0.4, 0.1], [0.2, -0.2, -0.1], [0.4, 0.5, 0.1], [0.1, 0.1, -0.2], [0.2, 0.0, -0.3], [0.0, -0.4, -0.4], [0.3, 0.5, -0.4], [0.5, 0.0, 0.1], [-0.1, -0.4, 0.1], [-0.2, 0.3, 0.2], [-0.2, 0.6, 0.4], [0.1, -0.2, -0.1], [0.0, -0.2, -0.3], [0.2, -0.4, 0.0], [-0.3, -0.4, 0.2], [-0.2, 0.4, -0.1], [0.2, 0.2, 0.4], [0.3, 0.0, 0.7], [-0.3, 0.0, -0.2], [0.2, 0.1, -0.4], [-0.5, 0.0, 0.0], [-0.1, 0.5, 0.2], [0.4, 0.0, -0.1], [-0.1, -0.3, 0.4], [1.2, 0.9, 1.2], [0.5, -4.7, 0.6], [0.1, 0.8, -1.0], [-0.4, 0.1, -0.3], [0.2, 0.6, 0.3], [-0.3, 0.3, 0.3], [0.0, 0.2, 0.5], [0.4, 0.1, -0.1], [-0.1, -0.5, -0.1], [-0.9, 0.5, 0.2], [-0.1, 0.3, 0.5], [0.0, 0.4, -0.4], [0.4, 0.5, -0.1], [0.5, 0.1, -0.2], [-0.4, 0.0, -0.3], [0.0, -0.5, 0.2], [0.6, 1.1, 0.5], [0.4, 0.2, -0.3], [-0.5, 0.5, 0.0], [-0.1, 0.2, -0.5], [-0.5, 0.1, -0.3], [-0.1, 0.1, 0.5], [0.3, -0.5, 0.0], [-0.1, 1.0, 1.7], [-1.1, -1.0, 2.0], [0.1, -1.0, -1.5], [-0.1, -1.4, -1.5], [-0.5, -0.2, -0.3], [0.2, 0.8, -0.2], [0.5, -0.3, -0.1], [0.0, 0.7, 0.0], [0.3, 0.1, 0.6], [-0.6, 0.0, -0.5], [0.3, 0.5, -0.1], [0.9, 0.0, -0.2], [-0.2, -0.1, 0.5]], "s_squared": 8.960, "e_above_lowest_kj_mol": 0.0, "total_energy_ev": -160499.4830, "multiplicity": 6, "charge": 2}

[3]
{"formula": "C28H47BrN2OP2Pd", "method": "the ωB97M-V functional and the def2-TZVPD basis", "species": ["N", "C", "C", "C", "C", "C", "C", "Pd", "P", "C", "C", "C", "C", "C", "C", "C", "Br", "H", "H", "H", "H", "H", "H", "H", "H", "H", "H", "P", "C", "C", "H", "H", "H", "H", "H", "C", "C", "H", "H", "H", "H", "H", "C", "C", "H", "H", "H", "H", "H", "C", "C", "H", "H", "H", "H", "H", "C", "C", "H", "H", "H", "H", "H", "C", "C", "H", "H", "H", "H", "H", "C", "N", "C", "C", "O", "H", "H", "H", "H", "H", "H", "H"], "positions_angstrom": [[5.850847, 0.342935, -4.345461], [5.510163, -0.852935, -3.871641], [4.504242, -1.018851, -2.911910], [3.739913, 0.114646, -2.485077], [4.182399, 1.370162, -2.981400], [5.248935, 1.430741, -3.881078], [2.559716, -0.021855, -1.641611], [0.195542, 1.098215, -0.637310], [-1.999954, 1.223877, -0.551815], [1.241995, 0.304301, -2.156065], [0.320948, -0.884741, -2.343121], [-0.630780, -0.909753, -3.373167], [-1.318643, -2.098590, -3.635026], [-1.123148, -3.214309, -2.798460], [-0.334674, -3.124903, -1.640788], [0.364544, -1.941005, -1.422623], [-1.936906, -4.826080, -3.142238], [2.632207, -0.738517, -0.803597], [1.191070, 0.967371, -3.044862], [4.314098, -2.036967, -2.587312], [3.740420, 2.299229, -2.643467], [6.044863, -1.706177, -4.302962], [5.620007, 2.389286, -4.249904], [-0.892250, 0.026173, -3.891180], [0.820375, -1.769455, -0.448781], [-2.076730, -2.157672, -4.410569], [-0.239888, -3.958701, -0.943841], [0.749166, 1.817363, 1.436991], [-2.985295, 0.342048, -1.840293], [-4.445594, 0.689075, -2.109611], [-2.920288, -0.726193, -1.589126], [-2.446131, 0.496182, -2.776732], [-4.820980, 0.068496, -2.937544], [-5.101549, 0.468923, -1.265408], [-4.561431, 1.737083, -2.402019], [-2.563796, 2.966677, -0.595843], [-3.906455, 3.221084, 0.061060], [-2.572536, 3.273925, -1.649815], [-1.803642, 3.598186, -0.119531], [-4.112893, 4.295125, 0.099035], [-4.727218, 2.746976, -0.478516], [-3.911651, 2.875777, 1.094517], [-2.670033, 0.446872, 0.973264], [-4.122455, -0.000490, 0.935218], [-2.557836, 1.171741, 1.789337], [-2.022339, -0.420780, 1.194037], [-4.385933, -0.504940, 1.868522], [-4.830199, 0.831123, 0.840285], [-4.283673, -0.714933, 0.127611], [0.004661, 0.946236, 2.853622], [0.610487, 1.260732, 4.204769], [-0.003879, -0.133361, 2.647813], [-1.043173, 1.261672, 2.846747], [1.587677, 0.799349, 4.343568], [0.703768, 2.336940, 4.353498], [-0.040082, 0.882815, 4.995433], [0.269407, 3.538379, 1.601035], [0.513311, 4.395963, 0.362898], [0.850633, 3.942578, 2.441687], [-0.790390, 3.522986, 1.891775], [1.583136, 4.613706, 0.317474], [0.232821, 3.933758, -0.595222], [-0.011639, 5.353411, 0.479964], [2.548885, 1.579310, 1.465930], [2.826221, 0.096134, 1.776734], [3.003770, 2.246878, 2.217574], [2.899038, 1.852496, 0.450903], [3.647873, -0.276501, 1.148270], [3.126806, -0.038127, 2.829262], [1.935036, -0.537815, 1.590869], [1.489320, -4.313617, 2.250234], [0.118483, -4.163367, 2.711709], [-0.323881, -5.002739, 3.824503], [-0.601714, -3.078361, 2.347963], [-0.219459, -2.206404, 1.550582], [1.785496, -5.338120, 2.476231], [2.161674, -3.617823, 2.766692], [1.529671, -4.124488, 1.176721], [-0.013078, -4.594415, 4.806014], [-1.423763, -5.069663, 3.817386], [0.119275, -6.001750, 3.703229], [-1.602940, -3.052535, 2.833955]], "atomic_forces_ev_per_a": [[0.7, 0.0, -0.4], [-0.7, 0.6, 0.4], [-0.2, 0.6, -0.1], [1.5, 1.1, -0.5], [0.3, -0.6, -0.1], [-0.6, -0.4, 0.4], [-2.6, 0.3, 0.4], [1.7, 0.4, 1.3], [-0.8, -0.6, -1.5], [1.1, -2.4, -2.7], [-0.2, 0.9, 0.6], [0.1, -0.6, -0.1], [0.0, -0.2, 0.7], [0.8, 1.4, 0.5], [0.1, 0.7, -0.6], [-0.4, -0.4, 0.1], [-0.8, -1.2, -0.4], [-0.2, 0.1, -1.0], [0.4, -0.5, 0.4], [-0.3, 0.2, 0.2], [-0.2, -0.1, 0.0], [-0.2, 0.2, 0.3], [-0.1, -0.2, 0.1], [0.5, -0.7, -0.1], [0.3, -0.3, -0.4], [0.2, 0.0, 0.0], [-0.2, 0.2, -0.2], [-0.6, -1.2, -0.9], [-0.5, 0.3, 0.0], [-0.4, -0.2, -0.3], [0.3, 0.2, -0.2], [0.0, -0.1, 0.3], [0.1, 0.2, 0.1], [0.1, 0.3, -0.2], [-0.1, -0.1, 0.0], [-0.3, 0.1, 0.1], [-0.3, 0.6, 0.0], [0.0, -0.1, 0.1], [-0.1, -0.3, -0.1], [-0.1, 0.0, 0.0], [0.1, 0.0, 0.2], [-0.1, -0.1, 0.0], [-0.1, 0.2, 0.3], [-0.3, -0.2, 0.3], [0.1, -0.2, -0.1], [-0.1, 0.4, -0.1], [0.1, -0.1, 0.0], [0.2, -0.2, -0.1], [-0.1, 0.0, 0.2], [0.2, 0.2, 0.4], [-0.1, -0.1, 0.5], [0.1, 0.4, -0.1], [0.2, 0.0, 0.0], [0.1, 0.1, -0.1], [0.1, 0.0, 0.1], [0.1, 0.0, 0.1], [0.3, 0.5, 0.9], [0.3, 0.3, 0.1], [-0.4, 0.4, 0.0], [0.2, 0.0, 0.0], [0.0, 0.1, -0.2], [0.0, 0.0, 0.4], [0.1, -0.2, -0.2], [0.4, 0.7, 0.6], [0.2, -0.3, 0.0], [0.3, -0.2, -0.2], [-0.1, -0.1, 0.8], [-0.2, 0.1, 0.3], [-0.2, 0.0, -0.4], [0.5, 0.2, 0.0], [-0.2, 0.1, 0.1], [-0.2, 0.2, 0.3], [-0.1, 0.2, 0.1], [0.4, 0.7, -0.8], [-0.5, -1.3, 1.3], [0.2, 0.1, -0.2], [0.0, -0.1, -0.1], [0.1, 0.0, 0.1], [0.0, -0.2, -0.4], [0.4, -0.1, 0.0], [-0.3, 0.3, 0.1], [0.3, 0.1, -0.2]], "e_above_lowest_kj_mol": 98.8, "total_energy_ev": -126924.1188, "charge": 0}